[1]
The following is a quantum chemistry calculation of 15 unconnected molecules or ions with the total composition C41H112O15 in a non-equilibrium geometry, from the Open Molecules 2025 dataset.

For the energy above the lowest of the compared OMol25 structures with the same formula, charge and spin, the calculation gives 133.65 kcal/mol. The LUMO energy is 0.0022 Ha. For the molar mass, the calculation gives 845.3 g mol⁻¹. For the electronic energy, the calculation gives -75040.77754 eV. As for the frontier orbital gap: 9.88 eV. As for the total charge: 0. The maximum force is 3.6 eV/A.

Last column: Mulliken charge in e.
Geometry (Å):
O1 3.079 -4.762 4.214  -0.50
O2 2.377 -2.283 -5.589  -0.47
O3 4.886 -5.488 -4.022  -0.52
O4 0.284 0.964 1.406  -0.52
O5 9.108 0.268 -0.160  -0.55
O6 -2.788 5.707 -4.041  -0.48
O7 3.742 -0.450 4.373  -0.48
O8 -3.330 -6.601 6.587  -0.53
O9 -6.825 6.724 -1.643  -0.53
O10 -1.419 -4.025 -3.587  -0.54
O11 -8.609 -1.046 -0.661  -0.55
O12 -6.546 0.693 -4.168  -0.51
O13 5.983 6.445 -1.537  -0.54
O14 -1.376 6.801 -0.033  -0.48
O15 -2.012 2.466 4.661  -0.59
C1 -1.189 4.606 -5.292  -1.08
C2 -1.531 -5.439 -3.345  0.62
C3 -2.896 1.374 4.896  0.75
C4 8.813 1.947 1.464  -1.33
C5 4.074 -0.030 5.643  0.39
C6 4.780 6.773 -3.577  -1.26
C7 -7.845 -1.019 0.539  0.54
C8 -0.809 0.780 -0.711  -1.32
C9 2.841 -0.248 6.502  -1.21
C10 -3.649 -4.599 5.209  -1.22
C11 4.690 6.506 -2.064  0.43
C12 3.142 -1.457 -6.394  0.54
C13 -8.435 7.168 -0.030  -1.33
C14 -1.022 -6.214 -4.573  -1.24
C15 8.180 0.764 0.728  0.55
C16 3.940 5.192 -1.582  -0.97
C17 4.613 -6.075 2.970  -1.21
C18 2.312 -0.137 -6.672  -1.30
C19 -5.810 1.875 -4.147  -0.47
C20 -2.612 -4.521 7.515  -1.28
C21 -0.837 -1.131 0.914  -1.24
C22 -6.912 -2.213 0.463  -1.16
C23 5.289 -5.569 -2.661  0.73
C24 -2.150 5.860 -5.215  0.41
C25 -8.731 -1.088 1.811  -1.30
C26 5.353 -0.735 6.094  -1.18
C27 -1.088 6.170 1.168  -0.56
C28 -3.305 1.237 6.376  -1.45
C29 3.232 -5.440 2.994  0.46
C30 6.851 1.049 0.057  -1.12
C31 -6.111 6.153 0.564  -1.31
C32 -1.422 7.218 -5.170  -1.29
C33 5.329 -4.167 -2.115  -1.42
C34 2.147 -6.519 2.824  -1.40
C35 -4.111 1.455 3.985  -1.26
C36 6.618 -6.198 -2.610  -1.37
C37 -2.805 -5.332 6.262  0.48
C38 -2.946 -5.937 -2.977  -1.31
C39 -0.001 0.026 0.363  0.58
C40 3.460 -2.210 -7.682  -1.32
C41 -7.297 6.226 -0.436  0.63
H1 4.892 -6.511 3.929  0.33
H2 -6.523 5.930 1.548  0.34
H3 -1.449 2.176 3.939  0.33
H4 -6.082 2.541 -3.328  0.19
H5 -0.623 4.538 -6.221  0.37
H6 4.403 4.310 -2.025  0.25
H7 -0.577 -3.762 -3.966  0.27
H8 -3.373 -3.574 4.959  0.33
H9 1.941 0.225 6.109  0.30
H10 -1.978 -3.639 7.435  0.36
H11 4.098 -1.568 -8.289  0.36
H12 -4.683 -4.428 5.508  0.33
H13 -4.764 1.656 -3.931  0.23
H14 9.755 1.672 1.939  0.33
H15 4.097 7.343 -1.694  0.20
H16 3.577 -1.391 4.466  0.30
H17 5.552 -4.113 -1.049  0.36
H18 -6.285 -2.238 1.355  0.28
H19 6.580 -7.173 -3.096  0.41
H20 -8.084 -1.251 2.673  0.33
H21 2.840 0.492 -7.389  0.38
H22 1.106 0.684 1.815  0.26
H23 -1.160 7.736 -0.005  0.29
H24 6.489 0.187 -0.503  0.27
H25 5.258 5.905 -4.032  0.31
H26 -0.936 -1.926 0.175  0.37
H27 5.288 -1.783 6.389  0.28
H28 1.114 -6.176 2.893  0.36
H29 2.935 -3.052 -5.448  0.26
H30 -0.129 1.429 -1.263  0.34
H31 -4.122 -6.431 7.101  0.35
H32 2.561 -2.561 -8.189  0.33
H33 -2.220 6.012 -3.329  0.31
H34 5.925 6.599 -0.591  0.33
H35 4.030 -3.124 -7.520  0.37
H36 -0.678 7.223 -4.374  0.33
H37 2.928 -5.414 4.902  0.32
H38 -2.359 0.469 4.613  0.17
H39 4.088 -1.206 -5.914  0.20
H40 -9.490 -1.863 1.699  0.36
H41 5.348 -5.318 2.699  0.31
H42 -0.884 -5.582 -2.479  0.15
H43 -3.813 1.813 3.000  0.29
H44 2.239 -6.992 1.846  0.36
H45 6.088 -3.487 -2.503  0.37
H46 -3.209 -5.653 -1.958  0.33
H47 -1.216 0.047 -1.407  0.34
H48 6.936 -6.348 -1.578  0.34
H49 -2.185 -5.153 8.294  0.34
H50 -3.875 0.319 6.516  0.35
H51 0.964 -0.309 -0.017  0.30
H52 4.124 5.210 -0.508  0.30
H53 4.418 -3.584 -2.249  0.33
H54 -0.752 7.323 -6.024  0.37
H55 8.196 2.413 2.233  0.36
H56 -0.398 -1.486 1.846  0.32
H57 -2.037 8.117 -5.128  0.32
H58 0.012 -6.011 -4.854  0.36
H59 -2.507 1.372 7.107  0.35
H60 -7.409 -3.179 0.551  0.31
H61 -7.713 5.232 -0.601  0.17
H62 9.547 1.012 -0.578  0.36
H63 1.342 -0.370 -7.112  0.35
H64 -1.812 -0.781 1.254  0.25
H65 6.957 1.837 -0.689  0.25
H66 -3.655 -5.156 4.272  0.30
H67 -1.579 1.453 -0.333  0.32
H68 -5.787 2.390 -5.107  0.27
H69 -1.665 -6.253 -5.453  0.32
H70 2.245 0.457 -5.761  0.31
H71 -0.482 4.652 -4.465  0.20
H72 6.112 1.346 0.801  0.33
H73 4.324 1.021 5.502  0.27
H74 3.790 6.907 -4.013  0.33
H75 -5.330 5.423 0.354  0.39
H76 -4.061 1.954 6.697  0.37
H77 8.021 0.054 1.540  0.20
H78 -6.073 0.075 -4.729  0.30
H79 9.051 2.724 0.737  0.35
H80 -3.023 -7.025 -2.987  0.35
H81 4.535 -6.200 -2.190  0.14
H82 -4.618 0.490 3.967  0.32
H83 -4.802 2.181 4.413  0.37
H84 -1.737 3.671 -5.178  0.28
H85 -9.213 7.136 -0.793  0.32
H86 -6.037 6.225 -1.872  0.27
H87 -1.810 -5.401 5.823  0.22
H88 7.246 -5.522 -3.190  0.36
H89 -8.008 -0.753 -1.351  0.30
H90 -0.014 6.219 1.347  0.27
H91 -1.609 5.228 1.344  0.22
H92 -5.563 7.088 0.687  0.33
H93 5.435 7.583 -3.896  0.34
H94 -1.000 -7.244 -4.218  0.35
H95 5.047 -6.348 -4.417  0.27
H96 3.091 -4.796 2.126  0.26
H97 -7.997 8.163 0.054  0.33
H98 2.679 -1.311 6.681  0.28
H99 2.287 -7.348 3.518  0.37
H100 -1.537 6.746 1.977  0.27
H101 4.692 -6.800 2.159  0.34
H102 -2.844 5.746 -6.048  0.25
H103 -7.326 -0.063 0.600  0.21
H104 -9.238 -0.142 1.997  0.32
H105 5.953 -0.231 6.851  0.38
H106 -3.592 -4.219 7.887  0.33
H107 6.027 -0.670 5.240  0.30
H108 2.883 0.211 7.490  0.37
H109 -3.680 -5.481 -3.642  0.35
H110 -6.210 -2.171 -0.369  0.35
H111 2.879 5.252 -1.827  0.29
H112 -8.817 6.842 0.938  0.38

[2]
The following is a quantum chemistry calculation of a molecular structure, C41H24Br3F8GaNP2, from the Open Molecules 2025 dataset.

For the energy above the lowest of the compared OMol25 structures with the same formula, charge and spin, the calculation gives 2.68 kcal/mol. The LUMO energy is -0.3339 Ha. For the molar mass, the calculation gives 1054.0 g mol⁻¹. For the electronic energy, the calculation gives -347192.09789 eV. As for the frontier orbital gap: 7.97 eV. As for the total charge: +3. The maximum force is 0.7 eV/A.

Last column: Mulliken charge in e.
Geometry (Å):
Br1 -1.576 2.082 -0.032  -0.01
Br2 -1.645 -2.038 0.050  -0.02
Br3 5.140 2.359 -1.820  -0.05
Ga1 0.360 -0.016 0.018  2.50
P1 -0.067 0.111 2.392  0.29
P2 -0.055 -0.115 -2.365  0.37
F1 -3.676 -4.496 -3.949  -0.23
F2 -3.258 -4.072 -1.332  -0.29
F3 -3.686 4.502 3.952  -0.23
F4 -0.964 0.876 5.038  -0.31
F5 -2.566 2.874 5.806  -0.24
F6 -3.211 4.109 1.339  -0.29
F7 -2.504 -2.900 -5.799  -0.24
F8 -0.904 -0.904 -5.021  -0.31
N1 2.351 0.006 0.009  1.58
C1 -1.233 -1.416 -2.748  -0.31
C2 -0.699 1.442 -2.964  0.05
C3 -2.567 -2.771 3.759  -0.80
C4 -0.369 3.763 -3.507  -0.88
C5 -0.386 -3.771 3.506  -0.86
C6 2.181 -1.667 -2.628  -0.74
C7 3.076 -0.884 0.708  -0.08
C8 -2.051 1.550 -3.297  -0.45
C9 -0.716 -1.445 2.985  0.04
C10 -1.854 -2.253 -1.818  0.06
C11 3.144 -0.359 -4.883  -0.90
C12 4.454 -0.856 0.692  -1.12
C13 -2.553 2.765 -3.737  -0.82
C14 -2.899 -3.515 -3.574  0.53
C15 0.124 -2.561 3.070  -0.20
C16 3.098 0.389 4.947  -0.81
C17 1.968 0.079 -4.291  -0.45
C18 3.833 -1.441 -4.353  -0.63
C19 -1.835 2.271 1.832  0.07
C20 1.936 -0.066 4.340  -0.48
C21 2.158 1.673 2.669  -0.67
C22 -1.474 -1.667 -4.096  0.37
C23 -2.673 -3.287 -2.218  0.33
C24 3.346 -2.105 -3.230  -0.83
C25 -2.298 -2.699 -4.519  0.32
C26 3.784 1.475 4.421  -0.66
C27 0.143 2.556 -3.065  -0.20
C28 -1.243 1.417 2.764  -0.26
C29 -2.066 -1.553 3.326  -0.43
C30 -2.335 2.686 4.529  0.33
C31 -2.654 3.307 2.228  0.33
C32 5.103 0.114 -0.058  -0.37
C33 3.309 2.126 3.285  -0.83
C34 -2.909 3.519 3.581  0.52
C35 -1.729 -3.874 3.853  -0.68
C36 -1.510 1.653 4.110  0.32
C37 -1.714 3.865 -3.845  -0.70
C38 4.347 1.035 -0.775  -0.59
C39 2.971 0.953 -0.716  -0.19
C40 1.474 0.569 3.187  0.91
C41 1.494 -0.566 -3.149  0.94
H1 3.455 -0.094 5.846  0.50
H2 1.196 2.483 -2.821  0.23
H3 -3.611 -2.857 4.030  0.50
H4 1.174 -2.487 2.812  0.19
H5 -2.723 -0.694 3.264  0.49
H6 6.185 0.155 -0.091  0.55
H7 -2.107 4.807 -4.205  0.47
H8 0.262 -4.634 3.585  0.51
H9 1.772 2.210 1.805  0.46
H10 -2.121 -4.817 4.208  0.47
H11 1.790 -2.212 -1.772  0.50
H12 3.869 -2.968 -2.840  0.51
H13 0.281 4.623 -3.600  0.51
H14 2.532 -1.632 1.271  0.34
H15 1.389 -0.889 4.778  0.50
H16 3.511 0.135 -5.772  0.51
H17 2.352 1.656 -1.260  0.41
H18 4.683 1.829 4.906  0.47
H19 4.743 -1.783 -4.827  0.48
H20 3.828 2.992 2.898  0.54
H21 -2.710 0.693 -3.223  0.49
H22 -3.598 2.851 -4.002  0.50
H23 5.014 -1.585 1.261  0.62
H24 1.420 0.900 -4.733  0.51